No. 1
5 unconnected molecules or ions with the total composition C28H45N5O6S, computed with ωB97M-V/def2-TZVPD.

Calculated values
* total charge: 0
* 2S+1: 1
* orbital gap: 7.937 eV

Structure (XYZ):
```
85
Properties=species:S:1:pos:R:3:lowdin_charge:R:1
C 8.5488 -3.2003 -0.4538 -0.0639
C 7.0976 -3.4202 -0.0638 -0.2772
O 6.2878 -3.1636 -1.2022 -0.1517
C 4.9253 -2.9936 -0.8260 -0.2020
C 4.1151 -2.9997 -2.0939 -0.1473
O 2.7102 -2.7988 -1.9073 -0.1223
N 2.3272 -2.7598 -0.5451 -0.0240
C 1.8363 -1.4446 -0.2449 -0.1814
C 2.2901 -0.3597 -0.9952 0.0004
C 1.8852 0.9350 -0.6939 -0.0749
C 1.0243 1.1892 0.3627 -0.0853
C 0.5670 0.1121 1.1087 -0.1082
C 0.9749 -1.1856 0.8159 -0.4561
S 0.4230 -2.4834 1.8810 1.0401
C 0.5198 -3.8467 0.7627 -0.4490
C -0.3120 -4.9378 0.9987 -0.1211
C -0.2382 -6.0708 0.2014 -0.0894
C 0.6760 -6.0807 -0.8432 -0.0807
C 1.4964 -4.9875 -1.0905 -0.0051
C 1.4251 -3.8453 -0.2928 -0.1792
H 8.6230 -3.2482 -1.5348 0.0752
H 8.8747 -2.2135 -0.1453 0.0697
H 9.2198 -3.9318 -0.0172 0.0693
H 6.9044 -4.4306 0.3045 0.1174
H 6.8123 -2.7349 0.7363 0.1150
H 4.8248 -2.0331 -0.3208 0.1302
H 4.6358 -3.7998 -0.1558 0.1277
H 4.4630 -2.1956 -2.7422 0.1255
H 4.2751 -3.9251 -2.6451 0.1233
H 2.9726 -0.4845 -1.8159 0.1076
H 2.2655 1.7610 -1.2740 0.0870
H 0.7333 2.1966 0.6034 0.1000
H -0.0923 0.2914 1.9434 0.0992
H -1.0109 -4.8899 1.8145 0.0759
H -0.8662 -6.9255 0.3872 0.1028
H 0.7423 -6.9643 -1.4573 0.0997
H 2.1859 -5.0612 -1.9116 0.1057
C -5.6607 -3.1566 0.3899 -0.0532
N -4.5121 -3.9199 0.8379 -0.1872
C -3.7291 -4.6619 -0.1386 -0.0267
C -4.1449 -3.9616 2.1278 -0.3433
O -3.1944 -4.5882 2.5636 0.0028
H -6.3905 -3.8164 -0.0829 0.0901
H -5.3501 -2.3976 -0.3304 0.0911
H -6.1322 -2.6632 1.2371 0.0828
H -3.7265 -5.7234 0.1118 0.0959
H -2.6977 -4.3107 -0.1401 0.0810
H -4.1604 -4.5234 -1.1265 0.0885
H -4.8029 -3.3592 2.7782 0.1185
C -3.6868 -3.5604 5.7604 -0.0475
N -4.6386 -2.8563 6.6023 -0.1964
C -4.6522 -3.1120 8.0319 -0.0433
C -5.5155 -1.9683 6.1017 -0.3627
O -6.3346 -1.3532 6.7568 0.0089
H -3.8485 -4.6369 5.8318 0.0957
H -2.6670 -3.3316 6.0749 0.0947
H -3.8054 -3.2607 4.7261 0.0456
H -5.6296 -3.4863 8.3381 0.0916
H -4.4559 -2.1906 8.5811 0.0920
H -3.8897 -3.8479 8.2737 0.0842
H -5.4229 -1.8425 5.0079 0.1256
C -0.2492 6.2194 -2.6931 -0.0588
N 0.5995 5.1142 -2.2922 -0.1934
C 0.2469 3.7610 -2.6861 -0.0387
C 1.7136 5.3026 -1.5606 -0.3427
O 2.4608 4.4134 -1.1957 0.0053
H -1.2557 6.0809 -2.2911 0.0928
H -0.3048 6.2668 -3.7839 0.0826
H 0.1544 7.1577 -2.3180 0.0563
H 0.1094 3.1409 -1.7996 0.0759
H 1.0499 3.3271 -3.2838 0.0940
H -0.6715 3.7755 -3.2670 0.0854
H 1.8944 6.3619 -1.3148 0.1385
C -1.9844 11.2096 -4.1413 -0.0578
N -0.8814 10.3674 -3.7212 -0.1956
C -0.0938 9.6756 -4.7287 -0.0320
C -0.5556 10.2094 -2.4251 -0.3484
O 0.3581 9.5156 -2.0193 0.0020
H -2.7235 10.6200 -4.6871 0.0895
H -1.6228 12.0105 -4.7889 0.0899
H -2.4637 11.6527 -3.2713 0.0824
H -0.1400 8.5986 -4.5692 0.0726
H 0.9503 9.9829 -4.6657 0.0969
H -0.4822 9.9116 -5.7158 0.0872
H -1.2038 10.7843 -1.7428 0.1344
```

---

No. 2
A molecular structure, C28H46AlClF2IN2O8Si at a distorted geometry, computed with ωB97M-V/def2-TZVPD.

Calculated values
* total charge: -1
* 2S+1: 1
* orbital gap: 1.558 eV

Structure (XYZ):
```
90
Properties=species:S:1:pos:R:3:lowdin_charge:R:1
C 1.1893 5.6817 -1.9751 -0.2520
Si 0.2844 4.5319 -3.2114 0.6004
C -0.5688 5.5908 -4.5191 -0.1663
C 1.4985 3.4063 -4.0934 -0.2393
C 1.4961 2.0045 -3.4652 -0.2304
C 2.5955 1.9154 -2.3898 -0.1739
C 2.0596 1.3290 -1.0708 -0.1920
C 2.4051 2.1803 0.1838 -0.1981
C 2.4611 1.2489 1.4007 -0.1920
C 1.0864 1.0953 2.0759 -0.1697
C 0.1529 0.0427 1.4638 -0.1385
C 0.6781 -1.3779 1.4688 -0.1527
C 1.0338 -1.9064 2.8431 -0.4392
O 1.0324 -1.3857 3.8987 0.1774
O 1.3354 -3.2262 2.5740 -0.1046
C 0.2112 -3.6549 1.7708 -0.6294
I 0.6570 -5.6094 1.0200 1.1501
C -0.1708 -2.5100 0.7984 -0.3604
C -1.6843 -2.2853 0.6810 -0.2040
N -2.4786 -3.1046 1.6197 0.0116
C 0.4750 -2.8110 -0.5814 -0.1766
C 0.5319 -1.6807 -1.5805 -0.7797
O 1.5055 -1.4388 -2.1838 0.0270
Cl -0.9134 -0.6385 -1.8799 0.7144
C -1.0458 3.6702 -2.2595 -0.2810
C -2.1205 3.0431 -2.8966 -0.0965
C -3.1115 2.4373 -2.1462 -0.0671
C -3.0844 2.4282 -0.7587 -0.0401
C -2.0162 3.0301 -0.1142 -0.0621
C -1.0263 3.6371 -0.8651 -0.1277
H 0.5044 5.9614 -1.1764 0.0575
H 2.0035 5.1211 -1.4929 -0.1999
H 1.5250 6.6121 -2.4452 0.0308
H -1.3465 6.1826 -4.0456 0.0360
H -1.0565 4.8836 -5.1827 0.0308
H 0.1382 6.2049 -5.0685 0.0255
H 1.2703 3.3754 -5.1558 0.0781
H 2.5001 3.8215 -3.9691 0.0574
H 0.5276 1.6928 -3.0966 0.0660
H 1.7571 1.2973 -4.2472 0.1160
H 3.0076 2.9098 -2.1478 0.0514
H 3.4375 1.3316 -2.7458 0.1173
H 2.4991 0.3556 -0.9228 0.0946
H 0.9808 1.3019 -1.1315 0.0651
H 3.3669 2.6680 -0.0120 0.0792
H 1.6169 2.9203 0.3156 0.0832
H 3.1423 1.7092 2.1193 0.1020
H 2.9161 0.3024 1.1296 0.0993
H 0.5694 2.0502 2.0000 0.1014
H 1.2571 0.9337 3.1343 0.0983
H -0.1171 0.3603 0.4637 0.0674
H -0.7683 0.0800 2.0434 0.1302
H 1.6528 -1.3842 0.9775 0.1457
H -0.5396 -3.8688 2.5153 0.0665
H -1.9587 -2.5599 -0.3328 0.0941
H -1.9808 -1.2514 0.7965 0.1022
H -3.3758 -2.6557 1.7493 0.0739
H -2.6938 -3.9908 1.1810 0.0706
H 1.5102 -3.0670 -0.3986 0.1095
H -0.0343 -3.6188 -1.0959 0.0850
H -2.1835 3.0525 -3.9747 0.0983
H -3.9486 1.9828 -2.6523 0.1100
H -3.8856 1.9756 -0.1780 0.0653
H -1.9826 3.0484 0.9625 0.1067
H -0.2178 4.1212 -0.3273 0.0686
Al 3.6635 5.7999 -1.1984 1.0034
C -5.8600 3.8916 1.8132 -0.1608
C -6.2939 2.4066 1.7125 -0.5950
O -5.3985 1.6685 1.0290 -0.3692
H -5.7649 4.3377 0.8190 0.0446
H -6.6027 4.4843 2.3759 0.0408
H -4.9016 3.9820 2.3331 0.0420
H -7.3330 2.4408 1.2846 0.0685
H -6.4829 2.0911 2.7748 0.0678
C 4.0488 -2.7038 3.7770 0.0427
N 5.3325 -3.2287 4.3205 -0.4520
O 5.4663 -3.2683 5.5265 0.0580
O 6.1678 -3.5844 3.5156 0.0554
H 3.4043 -2.4294 4.6026 0.0912
H 4.2899 -1.8392 3.1647 0.1036
H 3.5977 -3.4904 3.1820 0.0950
C -0.2044 -10.3973 1.0150 0.0156
C -0.3087 -8.9288 0.6851 -0.5351
O 0.1775 -8.4692 -0.2887 0.1054
O -1.0740 -8.1733 1.6023 -0.0312
H 0.3788 -10.9091 0.2582 0.0892
H 0.2774 -10.5171 1.9871 0.0848
H -1.1990 -10.8418 1.0645 0.0934
F 0.2863 -3.3264 -3.3445 -0.6834
F -0.2286 -8.4982 2.5925 -0.0662
```

---

No. 3
A molecular structure, C28H46AlF6OP2 at a distorted geometry, computed with ωB97M-V/def2-TZVPD.

Calculated values
* total charge: +1
* 2S+1: 1
* orbital gap: 3.987 eV

Structure (XYZ):
```
84
Properties=species:S:1:pos:R:3:lowdin_charge:R:1
Al 0.8557 0.2616 1.9380 0.4614
C 1.1670 0.2578 4.2245 -0.2086
C 2.2259 0.7912 3.3996 -0.2404
C 0.3743 2.2577 3.3005 -0.1816
C 0.0579 1.1759 4.1729 -0.1859
C 1.7258 2.0448 2.8187 -0.2685
C 1.3265 -0.8934 5.1376 0.0025
H 2.0594 -1.6075 4.7320 0.0885
H 0.3677 -1.4050 5.2757 0.0724
H 1.7167 -0.5637 6.1112 0.1152
C -1.1577 1.1613 4.9905 -0.0172
H -1.2680 0.2020 5.5226 0.0733
H -2.0329 1.3095 4.3438 0.1018
H -1.1458 1.9740 5.7229 0.1106
C -0.4114 3.4977 3.1729 -0.0021
H -0.2955 4.1068 4.0839 0.1189
H -1.4825 3.2686 3.0535 0.1016
H -0.0766 4.0884 2.3077 0.0882
C 2.5739 3.0918 2.2003 -0.0124
H 3.0398 3.7133 2.9786 0.1130
H 1.9620 3.7336 1.5623 0.0855
H 3.3754 2.6461 1.5993 0.0788
C 3.6418 0.3200 3.3878 0.0000
H 4.2426 0.8336 4.1598 0.1163
H 4.0982 0.5177 2.4078 0.0843
H 3.6811 -0.7616 3.5906 0.0828
C -0.3304 -1.2842 1.2471 -0.0938
C 0.7793 -1.7860 1.9638 -0.0832
C 2.0620 -2.1673 1.2819 -0.1040
C 2.4839 -1.2007 0.1377 -0.1053
C 2.1081 0.2640 0.3058 -0.0686
C 0.8528 0.8120 -0.0710 -0.0614
C -0.1256 -0.0121 -0.8926 -0.1266
C -0.4755 -1.3664 -0.2538 -0.1187
H 1.9941 -3.2007 0.8896 0.1603
H 2.1121 -1.5906 -0.8146 0.1222
H 2.8516 -2.1854 2.0455 0.1166
H 0.1000 -2.1992 -0.6839 0.1257
H -1.2926 -1.2852 1.7670 0.0998
H 0.5670 -2.3378 2.8785 0.1275
H -1.5369 -1.5983 -0.4653 0.1423
H -1.0699 0.5421 -1.0046 0.1350
H 0.7444 1.8990 -0.1777 0.1537
H 0.2535 -0.1640 -1.9136 0.1181
H 3.5874 -1.2284 0.0834 0.1404
H 2.9644 0.9331 0.4269 0.1299
P -0.7099 -0.2494 -5.2148 0.7788
P -0.3596 2.4440 -6.7262 0.7725
C -0.7219 -0.3382 -7.0953 -0.4297
C -1.0549 1.0185 -7.7273 -0.4548
H -1.4662 -1.0902 -7.3964 0.0735
H 0.2767 -0.6962 -7.3970 0.0736
H -0.6824 1.0852 -8.7602 0.0775
H -2.1425 1.1999 -7.7327 0.0746
C -1.1576 3.8087 -7.6682 -0.3339
H -0.6978 4.7519 -7.3471 0.0331
H -2.2216 3.8294 -7.4012 0.0312
H -1.0496 3.6991 -8.7545 0.0415
C 1.2767 2.5216 -7.5661 -0.3249
H 1.1631 2.5339 -8.6578 0.0407
H 1.8826 1.6634 -7.2541 0.0251
H 1.7611 3.4478 -7.2283 0.0326
C -2.1420 -1.3600 -4.8941 -0.3274
H -2.1926 -1.5688 -3.8167 0.0183
H -2.0503 -2.3012 -5.4523 0.0409
H -3.0566 -0.8336 -5.1958 0.0380
C 0.6294 -1.4704 -4.8941 -0.3340
H 1.5845 -1.0049 -5.1718 0.0310
H 0.4871 -2.3953 -5.4664 0.0446
H 0.6548 -1.7029 -3.8187 0.0061
C -3.6388 -1.8242 3.0145 0.0074
C -2.4010 -2.1200 3.8565 -0.4836
O -1.5055 -1.1836 3.5411 -0.2083
C -2.7887 -2.0161 5.4041 -0.4764
F -3.6742 -2.9746 5.8035 0.1302
F -1.6920 -2.1322 6.2139 0.1137
F -3.3632 -0.8053 5.6729 0.1194
C -1.7681 -3.5757 3.5441 -0.4520
F -2.6057 -4.6216 3.7806 0.1366
F -1.4124 -3.6637 2.2196 0.1085
F -0.6408 -3.7953 4.2913 0.1176
H -3.9047 -0.7754 3.1744 0.0957
H -4.5200 -2.4373 3.2053 0.0958
H -3.3461 -1.9330 1.9704 0.0785
```

---

No. 4
A molecular structure, C28H46BrFeN3P2S at a distorted geometry, computed with ωB97M-V/def2-TZVPD.

Calculated values
* total charge: +2
* 2S+1: 5
* relative energy (zero: lowest compared OMol25 entry of this formula, charge and spin): 458.9 kJ/mol
* orbital gap (alpha / beta): 5.354 / 5.996 eV

Structure (XYZ):
```
82
Properties=species:S:1:pos:R:3:mulliken_spin:R:1
C 1.2804 -6.8766 -2.8528 0.0031
C 0.8959 -5.9219 -3.8303 0.0284
C 0.6054 -6.4674 -5.1297 0.0048
C 0.8126 -7.8498 -5.3581 -0.0020
N 1.1884 -8.7217 -4.4263 0.0033
C 1.4240 -8.2410 -3.2065 -0.0015
C 0.7841 -4.4546 -3.5050 0.0480
C 1.0722 -3.2704 -3.0086 -0.1909
C 1.4392 -1.9260 -2.4514 0.0959
C 0.3050 -1.0719 -2.3598 0.0478
C 0.3977 0.1667 -1.8196 -0.0368
C 1.6454 0.7978 -1.6859 0.0096
C 2.7981 0.0702 -2.1121 -0.0029
C 2.7255 -1.3261 -2.2798 0.0036
Fe -0.5242 -3.1007 -4.0462 3.0378
P -2.5001 -0.6200 0.2016 0.3226
H 0.1464 -5.8836 -5.9370 -0.0003
H 1.4330 -6.5753 -1.8075 0.0001
H 0.6285 -8.2814 -6.3405 -0.0002
H 1.7119 -8.9601 -2.4339 -0.0004
H 3.6663 -1.9161 -2.3544 0.0009
H -0.6867 -1.5323 -2.6249 -0.0421
H 3.7566 0.5887 -2.1237 0.0003
H -0.4956 0.7279 -1.5194 -0.0163
C -2.3324 1.0891 0.7106 0.0115
C -3.6008 1.9633 0.5251 0.0053
H -1.5023 1.5449 0.1483 -0.0071
H -2.0332 1.1085 1.7700 -0.0005
H -3.4466 2.9451 1.0146 0.0003
H -3.8274 2.1541 -0.5426 0.0004
H -4.4944 1.5022 0.9873 -0.0009
C -3.7306 -0.5593 -1.1692 0.1821
C -4.1684 -1.8611 -1.8421 0.0124
H -3.3895 0.1632 -1.9282 -0.0489
H -4.6223 -0.1057 -0.7085 0.0226
H -5.0447 -1.6664 -2.4776 0.0031
H -3.3842 -2.2674 -2.4944 0.0070
H -4.4520 -2.6360 -1.1184 -0.0023
C -3.3604 -1.5315 1.5145 0.0179
C -4.7860 -1.0806 1.8138 0.0071
H -2.7408 -1.4670 2.4211 0.0067
H -3.3496 -2.5855 1.1964 -0.0023
H -5.2016 -1.7458 2.5803 0.0000
H -4.8321 -0.0609 2.2121 -0.0008
H -5.4512 -1.1355 0.9437 -0.0005
Br 1.6417 2.6153 -1.3385 0.0008
P -0.6712 1.1022 -5.3153 0.0025
C -1.8340 1.3153 -3.9018 -0.0049
C -2.8993 2.3874 -4.1722 -0.0004
H -1.2441 1.5965 -3.0251 0.0000
H -2.2721 0.3251 -3.7185 0.0072
H -3.7746 2.2149 -3.5364 0.0004
H -2.5008 3.3885 -3.9610 0.0001
H -3.2301 2.3721 -5.2175 0.0003
C 0.7881 2.0984 -4.7747 0.0002
C 1.5418 2.9234 -5.8185 -0.0002
H 1.4683 1.3987 -4.2836 0.0004
H 0.4169 2.7723 -3.9924 0.0005
H 2.2971 3.5358 -5.3091 0.0001
H 2.0580 2.3046 -6.5589 0.0000
H 0.8724 3.6014 -6.3522 -0.0001
C 0.0555 -0.5378 -5.6059 0.0082
C 0.1373 -0.6163 -7.1265 0.0030
H -0.6034 -1.3250 -5.1699 -0.0014
H 1.0410 -0.5946 -5.1302 0.0026
H 0.6220 -1.5278 -7.4630 -0.0003
H -0.8755 -0.5858 -7.5311 0.0000
H 0.6883 0.2322 -7.5412 0.0006
C 0.4849 -0.2673 4.4633 -0.0069
N -0.1534 -0.7557 3.2287 0.0808
C 0.2512 -0.5566 1.9721 0.1791
S -0.5048 -1.4844 0.6549 0.1587
N 1.2924 0.2742 1.6920 0.0225
C 1.4031 1.6323 2.2467 0.0156
H 1.5798 -0.3336 4.4005 0.0040
H 0.1179 -0.9257 5.2688 -0.0003
H 0.1514 0.7510 4.6896 0.0053
H -0.8280 -1.5336 3.3101 -0.0039
H 1.6518 0.1827 0.7425 0.0017
H 1.9990 1.6149 3.1703 0.0001
H 1.9136 2.2713 1.5124 -0.0014
H 0.4109 2.0650 2.4665 -0.0005
```

---

Per-record DFT total energy, Eh: -2217.26380; -3295.09135; -2693.73877; -6176.64332